(1)
A molecular structure, C42H59Cl2F7N2O6SSeSr, computed with the ωB97M-V functional and the def2-TZVPD basis.

## Properties
Total charge: -2
Largest force on an atom, eV/Å: 5.04
E_HOMO, eV: -1.8
Relative energy (zero: lowest compared OMol25 entry of this formula, charge and spin), kcal per mole: 55.6

Element x y z (Å)
Sr  -0.68020  0.23117  0.43700
C  4.05454  4.43919  1.01483
C  2.97356  3.35202  1.14551
N  2.11870  3.16305  -0.00400
C  1.30668  4.29555  -0.39448
C  0.35790  4.76008  0.70406
C  2.77740  2.47885  -1.11433
C  2.27938  1.03951  -1.33488
N  0.88526  1.03446  -1.72902
C  0.54626  0.83199  -2.99076
C  -0.67113  1.41184  -3.47505
F  -1.25836  2.30721  -2.65528
C  -1.18408  1.22727  -4.72687
F  -2.33319  1.84062  -5.08488
C  -0.51196  0.48449  -5.68863
C  0.71686  -0.01592  -5.30079
F  1.44306  -0.69611  -6.22166
C  1.24006  0.14153  -4.04005
F  2.45792  -0.42799  -3.82195
H  4.70907  4.40985  1.88891
H  3.60458  5.43231  0.95307
H  4.66384  4.28172  0.12256
H  2.35613  3.58226  2.01705
H  3.45069  2.38985  1.34116
H  0.70265  3.97226  -1.24310
H  1.92099  5.15688  -0.72477
H  -0.26259  5.57636  0.32791
H  0.89040  5.11844  1.58880
H  -0.29999  3.94181  0.98336
H  3.86043  2.43576  -0.93325
H  2.62306  3.03698  -2.04436
H  2.38727  0.50735  -0.38407
H  2.94723  0.58016  -2.06800
H  -0.89820  0.33459  -6.68417
C  6.05865  -3.95839  3.14663
C  5.90215  -3.26651  1.78186
C  7.13963  -2.39702  1.51364
C  5.84417  -4.36186  0.71451
C  4.64501  -2.40197  1.78109
C  3.60783  -2.55244  0.86981
C  2.48979  -1.74775  0.94217
Se  1.01889  -2.10736  -0.25936
C  0.12979  -3.29911  0.98355
C  0.62414  -4.58026  1.09883
C  0.07180  -5.48375  1.99837
C  -0.99342  -5.01549  2.75662
C  -1.53392  -3.73378  2.67482
C  -0.97069  -2.79184  1.74623
O  -1.38475  -1.58594  1.54839
C  -2.71576  -3.46767  3.63123
C  -2.25700  -3.69641  5.08169
C  -3.29251  -2.05447  3.55558
C  -3.86306  -4.43686  3.29785
C  0.63780  -6.89718  2.10703
C  2.11594  -6.82665  2.52156
C  0.52814  -7.60115  0.74589
C  -0.10726  -7.74240  3.14289
C  2.29725  -0.70916  1.90328
O  1.23305  0.01488  1.84745
C  3.36328  -0.58420  2.86243
C  4.47231  -1.41481  2.74655
C  3.39316  0.38382  4.06262
C  4.58552  1.34627  3.92486
C  2.12716  1.22610  4.22703
C  3.55493  -0.42836  5.36154
H  6.92418  -4.62920  3.14249
H  5.16408  -4.54258  3.37070
H  6.19576  -3.23021  3.94718
H  8.05064  -3.00513  1.52734
H  7.23736  -1.61445  2.26811
H  7.05717  -1.91392  0.53822
H  6.75240  -4.96881  0.75959
H  5.76590  -3.93632  -0.28738
H  4.98678  -5.01707  0.88154
H  3.64295  -3.29916  0.08616
H  1.46392  -4.84955  0.46721
H  -1.44984  -5.68779  3.47262
H  -1.41655  -3.03832  5.31000
H  -1.93924  -4.72646  5.25482
H  -3.07429  -3.47060  5.77359
H  -2.52569  -1.30674  3.73673
H  -4.08613  -1.93815  4.30227
H  -3.71204  -1.87484  2.57127
H  -3.56550  -5.48152  3.41039
H  -4.18662  -4.28408  2.26646
H  -4.71667  -4.24990  3.95736
H  2.69965  -6.27078  1.78664
H  2.54105  -7.83148  2.61553
H  2.21156  -6.31452  3.48102
H  1.09616  -7.06585  -0.01544
H  -0.51446  -7.63538  0.42387
H  0.90996  -8.62574  0.80577
H  -0.02248  -7.30339  4.13914
H  0.32096  -8.74781  3.17786
H  -1.16552  -7.83268  2.88948
H  5.26898  -1.28609  3.47292
H  4.50105  1.91820  3.00026
H  5.53579  0.80870  3.90639
H  4.60848  2.04823  4.76486
H  1.87951  1.74042  3.30476
H  2.27605  1.95744  5.02948
H  1.28463  0.58790  4.48739
H  4.50168  -0.97054  5.39046
H  2.74374  -1.15383  5.44354
H  3.51782  0.23630  6.23088
O  -1.61541  -2.87417  -1.74861
H  -1.91306  -1.96346  -1.63172
H  -1.68828  -3.26901  -0.87008
Cl  -3.47056  2.72342  4.66498
C  -2.26345  2.81391  3.36896
Cl  -1.13722  1.45884  3.41825
H  -1.70961  3.73581  3.50144
H  -2.77611  2.79368  2.41686
F  -3.78321  0.51719  1.98742
C  -4.29996  0.66082  0.75976
F  -4.93247  -0.47328  0.44342
F  -5.23425  1.63280  0.85136
S  -3.01687  1.18947  -0.51157
O  -3.86243  1.90010  -1.41352
O  -2.14470  1.96508  0.35660
O  -2.43652  -0.05845  -0.95380



(2)
C3H7N3S in the gas phase, computed with the ωB97M-V functional and the def2-TZVPD basis.

## Properties
Largest force on an atom, eV/Å: 4.67
E_HOMO, eV: -8.9
Relative energy (zero: lowest compared OMol25 entry of this formula, charge and spin), kcal per mole: 77.6

Element x y z (Å)
C  1.56936  0.76310  0.24892
C  0.28741  0.14974  0.77097
N  0.62609  -1.26948  0.86068
N  0.14240  -1.93081  -0.03710
C  -0.70518  -1.17847  -0.89548
N  -0.84668  0.09046  -0.25426
S  -2.37626  0.58654  0.24549
H  1.78042  0.33366  -0.63283
H  2.43755  0.72162  1.02114
H  1.36958  1.78774  0.08826
H  0.02278  0.51149  1.67313
H  -0.30170  -0.93726  -1.81756
H  -1.62410  -1.58682  -0.95889
H  -2.38167  1.95848  -0.31249



(3)
A gas-phase ion, C4H11N2O2 (charge +1), computed with the ωB97M-V functional and the def2-TZVPD basis.

## Properties
Total charge: +1
Largest force on an atom, eV/Å: 3.56
E_HOMO, eV: -13.9
Relative energy (zero: lowest compared OMol25 entry of this formula, charge and spin), kcal per mole: 74.1

Element x y z (Å)
C  0.94756  -0.82651  1.56836
N  0.70872  -0.70458  0.13488
C  -0.46813  -1.10934  -0.44355
C  -1.39582  0.19721  -0.54457
O  -2.31144  0.37398  0.57487
N  -0.47352  1.37199  -0.34989
C  1.13434  0.50006  -0.41516
O  1.53844  0.37780  -1.69749
H  1.41149  -1.81021  1.72505
H  1.71715  0.03243  1.86987
H  0.11135  -0.70957  2.21054
H  -0.91218  -1.85529  0.22374
H  -0.44506  -1.25849  -1.54218
H  -1.83881  0.14582  -1.55700
H  -2.44289  -0.46665  1.01846
H  -0.49377  1.98662  -1.12659
H  -0.57770  1.70239  0.65119
H  1.95916  1.01080  0.06646
H  1.83110  1.04153  -2.36698



(4)
C14H11N5O2S in the gas phase, computed with the ωB97M-V functional and the def2-TZVPD basis.

## Properties
Largest force on an atom, eV/Å: 1.81
E_HOMO, eV: -8.8
Relative energy (zero: lowest compared OMol25 entry of this formula, charge and spin), kcal per mole: 0.0

Element x y z (Å)
O  3.07979  1.81155  1.60251
C  2.56682  1.91008  0.51627
C  1.89372  3.22275  0.10983
S  0.55027  3.08185  -1.10686
C  -0.45709  1.98715  -0.23711
N  -0.20688  1.43111  0.90990
N  -1.26039  0.65126  1.18977
C  -2.10551  0.75905  0.21033
C  -3.38246  0.10228  0.08737
C  -3.82731  -0.76414  1.08815
C  -5.05999  -1.36861  0.93244
C  -5.79718  -1.08568  -0.21140
N  -5.38057  -0.26658  -1.16245
C  -4.20631  0.31337  -1.02095
O  -1.64374  1.61105  -0.74870
N  2.57482  0.96581  -0.45549
C  3.01830  -0.35246  -0.38382
C  3.60822  -0.91204  0.74741
C  3.99464  -2.23776  0.67623
C  3.78787  -2.94909  -0.49801
C  3.19125  -2.29217  -1.56074
N  2.81341  -1.02673  -1.50994
H  1.50621  3.69889  1.01007
H  2.63278  3.87987  -0.35209
H  -3.20415  -0.93877  1.95128
H  -5.44430  -2.04467  1.67978
H  -6.76765  -1.53399  -0.37746
H  -3.90171  0.97634  -1.81990
H  2.14664  1.18158  -1.34944
H  3.74551  -0.32280  1.63737
H  4.45394  -2.71214  1.53085
H  4.08003  -3.98348  -0.58431
H  3.00101  -2.79289  -2.50088